{"formula": "C35H47GeNO5RhS2Si3", "method": "wB97M-V/def2-TZVPD", "s2": 6.10, "homo_lumo_gap_ev": [7.6, 6.2], "lumo_energy_ev": [2.31, 0.70], "total_charge": -1, "spin_multiplicity": 5, "e_tot_ha": -5645.16331, "e_homo_ev": [-5.295, -5.545], "species": ["Rh", "C", "Si", "C", "C", "C", "Si", "C", "C", "C", "Si", "C", "C", "C", "C", "C", "C", "C", "N", "H", "H", "H", "H", "H", "H", "H", "H", "H", "H", "H", "H", "H", "H", "H", "H", "H", "H", "H", "H", "H", "H", "H", "H", "H", "H", "H", "H", "O", "S", "O", "O", "S", "O", "C", "O", "C", "C", "Ge", "C", "C", "C", "C", "C", "C", "C", "C", "C", "C", "C", "C", "C", "C", "C", "C", "C", "C", "H", "H", "H", "H", "H", "H", "H", "H", "H", "H", "H", "H", "H", "H", "H", "H", "H", "H", "H"], "xyz": [[11.99, 10.33, 14.01], [14.58, 11.39, 11.58], [14.45, 9.62, 12.04], [16.09, 8.74, 11.73], [13.22, 8.97, 10.78], [13.83, 9.35, 13.86], [14.94, 10.09, 15.23], [15.07, 10.11, 17.14], [15.78, 11.68, 14.71], [16.32, 8.70, 15.01], [12.96, 7.70, 14.13], [13.59, 6.25, 13.10], [12.66, 7.16, 15.93], [11.11, 7.80, 13.60], [10.18, 6.80, 13.94], [8.87, 6.98, 13.52], [8.51, 8.09, 12.79], [9.42, 9.22, 12.46], [10.80, 8.95, 13.02], [14.38, 11.50, 10.49], [15.59, 11.80, 11.76], [13.84, 11.97, 12.18], [16.39, 8.84, 10.65], [16.08, 7.62, 11.92], [16.93, 9.15, 12.32], [12.68, 9.82, 10.31], [12.50, 8.22, 11.16], [13.80, 8.45, 9.95], [15.06, 11.06, 17.65], [16.08, 9.63, 17.26], [14.34, 9.44, 17.61], [15.08, 12.50, 14.49], [16.30, 11.45, 13.75], [16.44, 12.07, 15.51], [16.46, 8.18, 16.00], [17.28, 9.24, 14.80], [16.16, 7.91, 14.23], [14.26, 5.60, 13.71], [14.16, 6.54, 12.18], [12.74, 5.56, 12.80], [13.44, 7.46, 16.64], [12.63, 6.02, 15.98], [11.73, 7.55, 16.34], [10.47, 6.00, 14.62], [8.09, 6.25, 13.72], [7.50, 8.12, 12.38], [9.09, 10.13, 12.98], [12.25, 12.21, 17.66], [11.99, 11.00, 16.90], [13.02, 10.92, 15.72], [12.00, 9.77, 17.68], [10.23, 11.04, 15.65], [12.24, 13.58, 13.02], [11.12, 13.06, 12.98], [10.86, 11.79, 12.92], [9.84, 13.99, 12.98], [8.72, 13.79, 11.98], [9.10, 12.58, 10.52], [8.50, 10.73, 10.59], [9.44, 9.54, 10.90], [9.05, 8.37, 10.11], [7.86, 8.24, 9.42], [6.91, 9.26, 9.48], [7.23, 10.45, 10.11], [10.87, 12.82, 9.67], [11.34, 11.95, 8.67], [12.49, 12.29, 7.94], [13.21, 13.48, 8.18], [12.78, 14.29, 9.25], [11.61, 13.98, 9.94], [7.88, 13.25, 9.11], [6.96, 14.27, 9.40], [6.28, 14.94, 8.36], [6.38, 14.54, 7.03], [7.15, 13.39, 6.75], [7.91, 12.79, 7.78], [10.18, 15.03, 12.81], [9.40, 13.90, 13.99], [8.53, 14.76, 11.51], [7.81, 13.40, 12.48], [10.46, 9.88, 10.63], [9.74, 7.50, 10.10], [7.66, 7.35, 8.86], [5.95, 9.16, 8.96], [6.51, 11.25, 10.09], [10.84, 11.00, 8.46], [12.87, 11.63, 7.16], [14.10, 13.76, 7.57], [13.30, 15.25, 9.49], [11.36, 14.63, 10.80], [6.81, 14.62, 10.44], [5.63, 15.78, 8.63], [5.87, 15.11, 6.26], [7.15, 12.92, 5.76], [8.58, 11.98, 7.50]]}

{"formula": "C3H5NO3", "method": "wB97M-V/def2-TZVPD", "homo_lumo_gap_ev": 10.5, "lumo_energy_ev": 0.45, "smiles": "O=CCNC(=O)O", "e_above_lowest_kj_mol": 107.1, "e_tot_ha": -397.79591, "e_homo_ev": -10.078, "species": ["O", "C", "C", "N", "C", "O", "O", "H", "H", "H", "H", "H"], "xyz": [[1.48, 0.24, 2.42], [1.68, -0.17, 1.31], [0.79, 0.01, 0.11], [-0.61, 0.32, 0.37], [-1.61, 0.04, -0.54], [-1.14, -0.47, -1.69], [-2.76, 0.27, -0.30], [2.62, -0.68, 1.00], [1.24, 0.76, -0.57], [0.85, -0.88, -0.53], [-0.79, 1.18, 0.84], [-1.74, -0.62, -2.43]]}